Record 1
Molecular formula: C12H40N2O14
Method: DFT, ωB97M-V/def2-TZVPD

molar mass	436.5	g mol⁻¹
SMILES	C[N+](=O)[O-].C[N+](=O)[O-].COC(=O)OC.CO.CO.CO.CO.CO.CO.CO
energy	-1643.663228	hartree
gap between HOMO and LUMO	10.16	eV
charge	0
HOMO level	-10.3	eV

CARTESIAN COORDINATES (ANGSTROEM)
1 C -2.312 5.540 2.403
2 N -1.481 6.366 1.544
3 O -1.442 5.987 0.346
4 O -0.918 7.370 2.044
5 H -2.746 6.092 3.236
6 H -1.691 4.771 2.862
7 H -3.149 5.052 1.903
8 C 5.448 -5.146 -1.564
9 N 5.241 -4.816 -3.034
10 O 5.675 -3.719 -3.422
11 O 4.524 -5.615 -3.620
12 H 4.583 -4.723 -1.053
13 H 6.285 -4.572 -1.166
14 H 5.685 -6.189 -1.355
15 C 2.008 -0.156 -0.809
16 O 0.780 -0.522 -1.436
17 C -0.330 -0.010 -0.859
18 O -0.437 0.694 0.171
19 O -1.378 -0.358 -1.618
20 C -2.597 0.147 -1.331
21 H 2.127 -0.726 0.113
22 H 1.840 0.872 -0.489
23 H 2.894 -0.226 -1.440
24 H -2.589 1.236 -1.381
25 H -2.834 -0.173 -0.316
26 H -3.380 -0.135 -2.035
27 C 7.309 0.997 1.544
28 O 7.186 -0.424 1.394
29 H 6.993 1.609 0.700
30 H 6.871 1.377 2.467
31 H 8.370 1.244 1.576
32 H 6.484 -0.757 1.957
33 C 3.344 4.831 -2.316
34 O 4.279 4.052 -3.071
35 H 3.115 5.841 -2.658
36 H 2.388 4.310 -2.278
37 H 3.607 4.856 -1.258
38 H 5.205 4.304 -3.035
39 C -6.231 -4.782 -0.654
40 O -7.496 -5.082 -0.159
41 H -5.546 -5.630 -0.626
42 H -6.196 -4.490 -1.704
43 H -5.812 -3.954 -0.083
44 H -7.441 -5.074 0.800
45 C 2.014 2.458 4.359
46 O 1.954 3.058 3.046
47 H 0.997 2.147 4.599
48 H 2.650 1.581 4.483
49 H 2.234 3.264 5.058
50 H 1.441 2.452 2.506
51 C -6.755 -2.097 -7.163
52 O -6.251 -0.999 -7.831
53 H -7.715 -2.409 -7.575
54 H -6.139 -2.989 -7.274
55 H -6.968 -1.702 -6.169
56 H -5.321 -0.930 -7.604
57 C -8.384 0.373 1.317
58 O -8.897 1.114 2.378
59 H -9.118 -0.243 0.797
60 H -8.046 1.064 0.546
61 H -7.590 -0.242 1.742
62 H -8.305 1.847 2.566
63 C 5.643 -2.934 5.130
64 O 4.721 -2.932 4.009
65 H 6.515 -2.288 5.027
66 H 5.103 -2.554 5.997
67 H 6.038 -3.852 5.567
68 H 3.943 -3.461 4.198

These are the Mulliken partial charges, in e, on atoms 1 to 8: -0.698, 0.804, -0.481, -0.485, 0.308, 0.259, 0.295, -0.659

***

Record 2
Molecular formula: C4H6CsLiO2
Method: DFT, ωB97M-V/def2-TZVPD

molar mass	225.9	g mol⁻¹
energy	-333.859578	hartree
gap between HOMO and LUMO (alpha / beta)	2.40 / 2.32	eV
relative energy (zero: lowest compared OMol25 entry of this formula, charge and spin)	277.4	kJ/mol
charge	0
HOMO level (alpha / beta)	-4.3 / -4.3	eV

CARTESIAN COORDINATES (ANGSTROEM)
1 O -2.912 -1.242 -2.153
2 C -2.132 -2.328 -1.928
3 C -0.776 -2.156 -2.166
4 Cs 2.468 4.552 1.125
5 Li 2.208 0.989 4.649
6 H -0.420 -1.338 -2.826
7 H -0.077 -2.987 -2.029
8 C -0.064 0.741 1.184
9 C 0.854 -0.059 0.599
10 O -0.242 2.062 0.881
11 H -0.950 0.336 1.679
12 H 0.915 -1.101 0.920
13 H 1.720 0.356 0.078
14 H -0.592 2.173 -0.012

These are the Mulliken partial charges, in e, on atoms 1 to 8: -0.547, -0.133, -0.733, 0.743, 0.210, 0.212, 0.263, -0.040

***

Record 3
Molecular formula: C30H28N2O6
Method: DFT, ωB97M-V/def2-TZVPD

molar mass	512.6	g mol⁻¹
SMILES	Cc1ccc([C@@H](c2cn(C)c3ccccc23)C2(Cc3ccc([N+](=O)[O-])cc3)C(=O)OC(C)(C)OC2=O)cc1
energy	-1720.876081	hartree
gap between HOMO and LUMO	6.93	eV
relative energy (zero: lowest compared OMol25 entry of this formula, charge and spin)	0.0	kJ/mol
charge	0
HOMO level	-7.8	eV

CARTESIAN COORDINATES (ANGSTROEM)
1 C -3.819 -3.754 -3.729
2 C -2.642 -2.857 -3.467
3 C -2.850 -1.486 -3.300
4 C -1.763 -0.625 -3.149
5 C -0.464 -1.134 -3.143
6 C 0.740 -0.184 -3.153
7 C 0.707 0.803 -4.273
8 C 1.673 1.794 -4.439
9 N 1.346 2.622 -5.475
10 C 2.158 3.725 -5.925
11 C 0.180 2.163 -6.073
12 C -0.371 2.630 -7.246
13 C -1.410 1.877 -7.805
14 C -1.822 0.681 -7.196
15 C -1.220 0.214 -6.019
16 C -0.219 0.960 -5.400
17 C 1.052 0.402 -1.725
18 C -0.166 0.537 -0.780
19 C 0.058 1.247 0.544
20 C -0.251 2.616 0.626
21 C -0.259 3.295 1.831
22 C 0.022 2.602 3.020
23 N -0.048 3.299 4.259
24 O 0.190 2.686 5.324
25 O -0.357 4.516 4.235
26 C 0.323 1.224 2.970
27 C 0.333 0.556 1.748
28 C 1.938 -0.631 -1.029
29 O 1.467 -1.663 -0.582
30 O 3.282 -0.428 -0.959
31 C 3.871 0.896 -1.035
32 C 3.858 1.585 0.316
33 C 5.280 0.729 -1.576
34 O 3.130 1.685 -1.976
35 C 1.760 1.733 -1.775
36 O 1.201 2.809 -1.778
37 C -0.261 -2.516 -3.208
38 C -1.346 -3.373 -3.392
39 H -3.497 -4.793 -3.840
40 H -4.544 -3.715 -2.905
41 H -4.352 -3.452 -4.642
42 H -3.862 -1.074 -3.341
43 H -1.924 0.454 -3.092
44 H 1.599 -0.841 -3.385
45 H 2.603 1.950 -3.927
46 H 1.561 4.333 -6.603
47 H 2.450 4.324 -5.056
48 H 3.063 3.377 -6.444
49 H 0.019 3.551 -7.686
50 H -1.876 2.229 -8.716
51 H -2.628 0.108 -7.660
52 H -1.522 -0.753 -5.609
53 H -0.943 1.071 -1.343
54 H -0.501 -0.486 -0.563
55 H -0.480 3.164 -0.287
56 H -0.493 4.355 1.868
57 H 0.533 0.711 3.906
58 H 0.547 -0.518 1.715
59 H 2.845 1.627 0.734
60 H 4.520 1.025 0.989
61 H 4.247 2.602 0.176
62 H 5.270 0.109 -2.475
63 H 5.696 1.712 -1.813
64 H 5.898 0.249 -0.810
65 H 0.751 -2.908 -3.132
66 H -1.176 -4.444 -3.505

These are the Mulliken partial charges, in e, on atoms 1 to 8: -1.437, 1.129, -1.175, 0.015, 0.906, 0.466, -0.589, -1.571

***

Record 4
Molecular formula: C40H45GeN5O2SSc
Method: DFT, ωB97M-V/def2-TZVPD

molar mass	777.5	g mol⁻¹
energy	-5211.325503	hartree
gap between HOMO and LUMO	7.00	eV
relative energy (zero: lowest compared OMol25 entry of this formula, charge and spin)	35.3	kJ/mol
charge	+1
HOMO level	-9.9	eV

CARTESIAN COORDINATES (ANGSTROEM)
1 Sc -1.132 -0.393 0.582
2 C -3.733 1.434 -0.352
3 N -2.534 1.010 -1.096
4 C -1.794 2.175 -1.589
5 C -1.025 2.878 -0.508
6 C -0.780 4.241 -0.588
7 C -0.011 4.841 0.397
8 C 0.441 4.058 1.445
9 C 0.146 2.702 1.444
10 N -0.553 2.107 0.476
11 C -2.958 0.226 -2.259
12 C -3.386 -1.162 -1.873
13 C -4.312 -1.834 -2.658
14 C -4.695 -3.118 -2.310
15 C -4.115 -3.678 -1.184
16 C -3.178 -2.945 -0.475
17 N -2.804 -1.701 -0.795
18 C -3.552 1.610 1.138
19 C -4.356 2.504 1.838
20 C -4.280 2.545 3.220
21 C -3.387 1.697 3.856
22 C -2.596 0.868 3.082
23 N -2.679 0.805 1.751
24 H -4.143 2.360 -0.778
25 H -4.494 0.653 -0.465
26 H -1.055 1.827 -2.322
27 H -2.468 2.882 -2.095
28 H -1.164 4.818 -1.416
29 H 0.223 5.894 0.344
30 H 1.023 4.476 2.249
31 H 0.504 2.066 2.247
32 H -3.773 0.732 -2.800
33 H -2.112 0.132 -2.947
34 H -4.721 -1.351 -3.530
35 H -5.422 -3.657 -2.897
36 H -4.365 -4.674 -0.869
37 H -2.709 -3.379 0.398
38 H -5.042 3.144 1.306
39 H -4.908 3.215 3.786
40 H -3.304 1.670 4.928
41 H -1.881 0.203 3.553
42 O 1.139 0.654 3.510
43 C 0.685 -0.342 2.962
44 O 0.340 -0.332 1.700
45 C 0.533 -1.627 3.695
46 C 1.424 -1.908 4.731
47 C 1.332 -3.086 5.444
48 C 0.331 -3.998 5.137
49 C -0.572 -3.728 4.130
50 C -0.484 -2.544 3.398
51 S -1.724 -2.265 2.194
52 H 2.193 -1.183 4.949
53 H 2.029 -3.297 6.241
54 H 0.252 -4.926 5.682
55 H -1.366 -4.419 3.889
56 C 3.766 3.160 -0.370
57 C 4.463 2.545 0.837
58 C 4.490 1.018 0.818
59 C 3.108 0.375 0.923
60 Ge 2.207 -0.001 -0.819
61 C 3.543 -0.839 -2.078
62 C 4.488 0.016 -2.930
63 C 3.987 0.252 -4.353
64 C 2.732 1.107 -4.413
65 H 3.968 4.229 -0.422
66 H 2.686 3.019 -0.306
67 H 4.116 2.706 -1.296
68 H 3.965 2.882 1.750
69 H 5.492 2.907 0.875
70 H 5.086 0.687 1.671
71 H 4.997 0.677 -0.088
72 H 2.470 0.977 1.563
73 H 3.210 -0.600 1.406
74 H 1.467 1.187 -1.457
75 H 3.000 -1.526 -2.731
76 H 4.148 -1.468 -1.416
77 H 5.443 -0.509 -2.999
78 H 4.683 0.976 -2.451
79 H 3.797 -0.713 -4.827
80 H 4.774 0.747 -4.921
81 H 1.921 0.637 -3.860
82 H 2.417 1.237 -5.447
83 H 2.921 2.088 -3.983
84 N -1.967 -5.755 -2.568
85 C -1.364 -4.856 -2.195
86 C -0.638 -3.722 -1.767
87 C -0.603 -2.593 -2.586
88 C 0.091 -1.474 -2.171
89 C 0.802 -1.442 -0.963
90 C 0.770 -2.597 -0.170
91 C 0.050 -3.717 -0.553
92 H -1.103 -2.614 -3.545
93 H 0.183 -0.633 -2.851
94 H 1.361 -2.651 0.737
95 H 0.049 -4.604 0.064

These are the Mulliken partial charges, in e, on atoms 1 to 8: -0.916, -1.146, 1.269, -1.927, 0.907, -0.961, -0.776, -1.083

***

> molar mass of number 4 (C40H45GeN5O2SSc)?

777.5 g mol⁻¹

***

> Which of these has the lowest energy?

C40H45GeN5O2SSc

***

> The highest charge belongs to which entry?

C40H45GeN5O2SSc

***

Copy entry 2 word for word.
Molecular formula: C4H6CsLiO2
Method: DFT, ωB97M-V/def2-TZVPD

molar mass	225.9	g mol⁻¹
energy	-333.859578	hartree
gap between HOMO and LUMO (alpha / beta)	2.40 / 2.32	eV
relative energy (zero: lowest compared OMol25 entry of this formula, charge and spin)	277.4	kJ/mol
charge	0
HOMO level (alpha / beta)	-4.3 / -4.3	eV

CARTESIAN COORDINATES (ANGSTROEM)
1 O -2.912 -1.242 -2.153
2 C -2.132 -2.328 -1.928
3 C -0.776 -2.156 -2.166
4 Cs 2.468 4.552 1.125
5 Li 2.208 0.989 4.649
6 H -0.420 -1.338 -2.826
7 H -0.077 -2.987 -2.029
8 C -0.064 0.741 1.184
9 C 0.854 -0.059 0.599
10 O -0.242 2.062 0.881
11 H -0.950 0.336 1.679
12 H 0.915 -1.101 0.920
13 H 1.720 0.356 0.078
14 H -0.592 2.173 -0.012

These are the Mulliken partial charges, in e, on atoms 1 to 8: -0.547, -0.133, -0.733, 0.743, 0.210, 0.212, 0.263, -0.040